(1)
9
Properties=species:S:1:pos:R:3:forces:R:3:nbo_charge:R:1 method="wB97M-V/def2-TZVPD" e_homo_ev="-8.8 / -8.8" homo_lumo_gap_ev="7.848 / 7.849" multiplicity=1 total_charge=0
I 2.88102 0.11343 -0.13588 0.4 -0.1 -0.1 0.193
S 0.52620 2.81856 0.43721 1.5 -1.7 1.6 0.357
N -0.89037 1.33328 -1.02775 -0.9 -0.7 -0.7 -0.117
N -0.51630 2.40513 -0.65044 -0.8 1.3 -0.6 -0.282
C 0.95293 0.34010 0.54957 -1.3 1.9 -1.1 -0.431
C -0.22759 0.13693 -0.40450 2.7 -0.8 0.9 -0.422
H -0.85956 -0.27925 0.39736 -1.0 -0.5 -1.6 0.244
H 0.77456 -0.09541 1.53807 0.3 0.7 -0.2 0.208
H 0.11291 -0.39459 -1.36548 -1.0 0.0 1.9 0.251

(2)
10
Properties=species:S:1:pos:R:3:forces:R:3:nbo_charge:R:1 method="wB97M-V/def2-TZVPD" e_homo_ev=-13.7 homo_lumo_gap_ev=7.606 multiplicity=1 total_charge=+1
I -3.71023 -0.23869 0.24600 0.2 0.1 0.2 0.535
O -1.99641 -0.71733 -0.66478 0.3 0.1 -0.1 -0.667
O -0.08222 1.64940 -0.17069 -0.3 -1.2 0.2 -0.264
O 1.88530 0.00533 0.07394 1.0 0.4 0.0 -0.221
N 2.40044 1.08413 -0.03316 -0.7 0.3 0.0 0.076
C -0.78521 -0.77204 0.01974 -1.0 -1.7 0.0 -0.239
C -0.14111 0.52711 -0.03430 0.2 2.3 -0.3 0.875
H -0.85752 -1.08962 1.07524 0.1 0.2 -0.1 0.278
H 3.44503 1.07394 -0.02115 0.0 -0.8 0.1 0.338
H -0.15807 -1.52224 -0.49084 0.1 0.4 0.1 0.288

(3)
8
Properties=species:S:1:pos:R:3:forces:R:3:nbo_charge:R:1 method="wB97M-V/def2-TZVPD" e_homo_ev=-8.2 homo_lumo_gap_ev=7.672 multiplicity=1 total_charge=0
I 3.11829 -0.29051 0.12559 1.2 -0.1 -0.1 0.397
O 0.81013 1.50155 0.20329 -2.3 -1.8 0.3 -0.405
O 1.47334 -1.08807 0.65231 -2.6 1.8 -0.5 -0.952
C 0.15188 0.53639 0.20911 3.1 -0.2 -1.3 0.878
C -1.15863 -0.08102 -0.20085 1.1 -0.8 -0.9 -0.771
H -1.50246 0.02455 -1.28538 1.5 0.1 1.1 0.288
H -1.84648 0.57588 0.27764 -1.1 -0.3 1.1 0.265
H -1.04608 -1.17876 0.01828 -0.8 1.3 0.3 0.301

(4)
8
Properties=species:S:1:pos:R:3:forces:R:3:nbo_charge:R:1 method="wB97M-V/def2-TZVPD" e_homo_ev=-9.3 homo_lumo_gap_ev=8.379 multiplicity=1 total_charge=0
I -2.66776 -0.01532 0.08400 0.0 -0.1 0.0 0.241
O 0.18326 -0.94626 0.10635 -0.6 -0.7 -0.4 -0.562
O 0.33327 1.26858 -0.20764 -2.0 -2.9 -0.9 -0.657
C 0.89699 0.20972 0.52330 0.8 1.1 0.3 0.235
C -0.78207 -0.39673 -0.66476 2.3 3.0 1.3 0.262
H -0.72134 -0.55354 -1.73246 -0.1 0.0 -0.2 0.195
H 0.79183 0.34585 1.61498 -0.1 -0.2 -0.2 0.139
H 1.96583 0.08770 0.27623 -0.2 -0.3 0.1 0.146

(5)
8
Properties=species:S:1:pos:R:3:forces:R:3:nbo_charge:R:1 method="wB97M-V/def2-TZVPD" e_homo_ev="-4.4 / -7.2" homo_lumo_gap_ev="3.789 / 6.663" multiplicity=2 total_charge=0 s_squared=0.79
K 1.09477 3.22510 2.62827 0.0 -0.3 -0.2 0.501
O -0.97971 0.77737 0.14730 2.2 2.0 -2.7 -0.808
C 1.53634 0.55312 0.00700 -3.1 2.1 -2.6 -0.817
C 0.07947 1.35555 -0.47072 1.4 -4.6 7.8 0.248
Li -0.31026 0.02508 2.32588 0.1 0.4 -1.3 0.481
H 0.19881 2.41543 -0.13121 -0.4 0.3 -1.5 0.069
H 1.58797 -0.46193 -0.43598 -0.1 0.3 0.6 0.176
H 2.41782 1.12622 -0.32301 -0.1 -0.1 0.0 0.150

(6)
9
Properties=species:S:1:pos:R:3:forces:R:3:nbo_charge:R:1 method="wB97M-V/def2-TZVPD" e_homo_ev="-11.4 / -12.2" homo_lumo_gap_ev="6.772 / 7.283" multiplicity=7 total_charge=+1 s_squared=12.00
Mn -1.22217 1.98670 -2.24556 -0.7 1.4 -1.5 0.913
O -0.54125 0.81441 -0.97925 0.2 -0.1 1.8 -1.134
O 1.16444 -2.10901 -1.25876 -0.8 -1.0 -1.1 -0.586
C -0.33072 -0.52719 -1.15875 -0.4 -0.9 1.2 -0.255
C 0.65666 -1.24716 -0.42079 0.4 3.0 -4.1 0.208
Li -0.34325 1.13401 0.79094 -0.1 -0.1 0.1 0.975
H 1.41739 -0.69615 0.16105 -0.4 -1.0 1.2 0.182
H 0.35276 -1.56340 -2.18163 1.6 -1.3 2.3 0.467
H -1.21500 -1.11418 -1.45364 0.2 0.0 0.2 0.231

(7)
9
Properties=species:S:1:pos:R:3:forces:R:3:nbo_charge:R:1 method="wB97M-V/def2-TZVPD" e_homo_ev="-10.0 / -10.0" homo_lumo_gap_ev="4.208 / 4.208" multiplicity=1 total_charge=+1
Na 3.14837 0.25254 -2.00309 -0.6 -0.9 0.0 0.978
O 1.09367 -0.15886 -0.42752 4.0 1.6 -1.2 -1.078
O -2.03013 -0.10399 0.92899 -2.3 1.0 -2.3 -0.651
C -0.21165 -0.23461 -0.23105 1.7 -1.6 1.4 -0.130
C -0.79021 -0.53746 0.97790 2.2 1.6 -1.3 0.107
Li 1.69239 1.63585 -0.00285 -1.3 -1.0 0.6 0.950
H -0.78431 -0.46331 -1.12018 -0.7 0.2 -0.3 0.169
H -1.79687 0.27256 -0.06677 -3.0 -0.5 3.0 0.468
H -0.32125 -0.66273 1.94459 0.0 -0.5 0.0 0.187

(8)
9
Properties=species:S:1:pos:R:3:forces:R:3:nbo_charge:R:1 method="wB97M-V/def2-TZVPD" e_homo_ev="-5.2 / -5.8" homo_lumo_gap_ev="3.796 / 4.317" multiplicity=2 total_charge=0 s_squared=0.76
Tl -0.37457 -2.24597 -0.18054 1.2 -1.8 0.7 0.587
O -1.13751 -0.26393 -0.26939 -2.2 1.2 -1.1 -1.140
O 1.83747 -0.58169 -0.03776 1.5 -0.6 -1.2 -0.771
C 0.96549 -0.16217 0.91225 -1.8 -1.1 1.3 -0.129
C -0.20850 0.56799 0.33648 1.2 2.5 1.3 -0.220
Li -2.72187 0.03826 -0.96279 0.5 0.0 0.2 0.968
H 2.13587 0.12764 -0.62095 -0.1 0.4 -0.5 0.442
H 0.14380 1.36591 -0.36446 -0.1 -0.2 -0.3 0.106
H -0.64017 1.15394 1.18716 -0.1 -0.5 -0.5 0.158

(9)
6
Properties=species:S:1:pos:R:3:forces:R:3:mulliken_charge:R:1 method="wB97M-V/def2-TZVPD" e_homo_ev="-9.8 / -10.9" homo_lumo_gap_ev="10.323 / 9.289" multiplicity=1 total_charge=0
N -0.53225 -1.61215 1.04900 1.0 0.4 -1.2 -0.291
C -0.25952 -0.04070 0.97402 -0.4 1.2 0.6 -0.240
C 0.23029 -1.14737 0.19764 -0.6 -1.6 0.4 0.063
H 0.77087 -0.73535 -2.69929 0.0 0.0 0.0 0.020
H -1.07977 0.56079 0.60612 0.0 0.0 0.0 0.218
H 0.32799 0.37301 1.77972 0.0 0.0 0.1 0.229

(10)
6
Properties=species:S:1:pos:R:3:forces:R:3:nbo_charge:R:1 method="wB97M-V/def2-TZVPD" e_homo_ev=-11.6 homo_lumo_gap_ev=12.057 smiles=CC#N multiplicity=1 total_charge=0
N 1.93957 -0.13072 0.23977 0.9 0.5 -1.3 -0.266
C -0.46910 0.01933 -0.02787 -0.5 0.1 -0.3 -0.695
C 0.97130 0.12213 -0.34023 0.2 -1.2 3.0 0.233
H -0.71114 -0.41378 0.97843 0.8 0.4 -0.9 0.247
H -0.87930 -0.62392 -0.78572 -0.8 0.0 -0.3 0.240
H -0.84572 1.02742 -0.06565 -0.7 0.2 -0.2 0.241

ΔE to the lowest compared entry with this formula, charge and spin
In order: 330.8, 33.1, 376.6, 407.6, 0.0, 330.6, 243.1, 114.8, 643.9, 87.1
Unit: kJ/mol